# 1
The following is a DFT calculation (ωB97M-V with the def2-TZVPD basis set) of C12H48Al2O16P as an isolated structure at a distorted geometry.

Each line ends with the Mulliken charge.
Geometry (Å):
Al -1.28244 2.85048 -0.93972  1.15
Al 2.68349 1.96117 1.79522  1.14
P 0.17642 0.29364 0.17593  0.72
O 0.93637 -0.95204 -0.30508  -1.14
O 0.80979 1.56535 -0.45621  -0.81
O 0.31092 0.51504 1.70079  -0.10
O -1.28709 0.33488 -0.25230  1.22
C 4.68127 -1.17452 -0.27370  -0.90
O 3.58814 -0.25248 -0.05639  -0.15
H 5.40845 -0.66593 -0.92341  0.29
H 5.22993 -1.40170 0.63912  0.29
H 4.30190 -2.03446 -0.81859  0.38
H 2.84876 -0.66369 -0.52393  -0.06
C -3.80057 -1.59719 0.99009  -0.67
O -3.65075 -0.88761 -0.25710  -0.56
H -4.86426 -1.79861 1.06353  0.36
H -3.27441 -2.55670 0.94596  0.25
H -3.37039 -0.99820 1.79607  0.22
H -2.71481 -0.61334 -0.29367  0.39
C 2.27807 -1.11849 -3.49638  -0.71
O 1.39024 -0.13514 -2.90136  -0.47
H 3.24680 -0.88653 -3.04469  0.21
H 1.91291 -2.13338 -3.37043  0.30
H 2.47867 -0.96722 -4.55665  0.36
H 1.09357 -0.55900 -2.07053  -0.17
C 4.28961 2.44006 -1.94486  -0.36
O 3.13911 2.59321 -1.08685  -0.38
H 4.81655 1.55377 -1.59166  0.06
H 3.91701 2.21495 -2.94987  0.17
H 4.86132 3.35687 -2.01426  0.33
H 2.47318 1.95596 -1.38668  0.26
C 3.13156 -1.88013 3.81659  -0.67
O 2.75695 -0.97717 2.81067  -0.31
H 3.61490 -2.77434 3.43241  0.33
H 3.77558 -1.40204 4.56292  0.34
H 2.29266 -2.09795 4.49932  0.26
H 2.06670 -1.37635 2.23420  0.35
C -1.17948 -3.10717 -2.27839  -0.44
O -0.30914 -3.13819 -1.15968  -0.49
H -0.56645 -2.67938 -3.08957  0.17
H -1.37318 -4.11061 -2.65311  0.42
H -2.12946 -2.59121 -2.11573  0.05
H 0.11696 -2.26446 -1.05342  0.24
C -0.42748 0.19940 5.17868  -0.50
O 0.08482 1.08094 4.19630  -0.39
H -1.48736 -0.00941 5.04093  0.31
H 0.20328 -0.71205 5.22682  0.15
H -0.18701 0.57879 6.17364  0.31
H 0.01744 0.63525 3.32694  0.57
C -2.22637 3.15447 2.93770  -0.55
O -1.83377 2.43798 1.74863  -0.22
H -1.77307 4.14327 2.92738  0.30
H -3.31511 3.22718 2.93244  0.28
H -1.97367 2.58404 3.82991  0.13
H -1.28314 1.66355 1.93626  0.10
C 1.23199 3.08442 -4.18787  -0.75
O 0.62963 2.32994 -3.16040  -0.13
H 2.02237 2.56292 -4.72378  0.33
H 0.47776 3.35873 -4.94950  0.31
H 1.48844 4.08305 -3.81975  0.34
H 0.96534 1.38811 -3.19138  0.38
C -5.23831 1.55091 0.18292  -0.84
O -3.86017 1.59413 -0.19352  -0.32
H -5.43733 1.45592 1.24928  0.30
H -5.85314 2.34497 -0.24154  0.35
H -5.68328 0.68429 -0.33261  0.30
H -3.66764 0.62505 -0.20575  0.32
C -0.25902 -2.86182 2.54365  -0.18
O 0.91426 -2.72353 1.77050  -0.43
H -0.10138 -3.72875 3.18512  0.36
H -0.41269 -1.97920 3.19514  0.02
H -1.18306 -3.02179 1.98412  0.15
H 0.66861 -2.15541 1.00350  0.24
C -3.20101 0.10851 -3.25496  -0.43
O -1.98692 0.57701 -2.67853  -0.27
H -3.17862 -0.98008 -3.32114  0.22
H -4.04660 0.36597 -2.60770  0.15
H -3.34891 0.56429 -4.22934  0.32
H -1.56429 -0.05123 -2.07067  -0.10

Its charge is +3. Its energy above the lowest of the compared OMol25 structures with the same formula, charge and spin is 108.6 kJ/mol. Its HOMO energy is -17.8 eV.

***

# 2
The following is a DFT calculation (ωB97M-V with the def2-TZVPD basis set) of C25H24N7O4S2SbSe4Ti as an isolated structure.

Each line ends with the Mulliken charge.
Geometry (Å):
Ti -0.68725 -0.03058 0.20061  -0.32
C -0.85516 1.62802 5.50098  -0.59
C -1.25736 0.48403 4.82471  -0.78
C -1.29492 0.46357 3.44126  -0.12
C -0.92199 1.58970 2.70316  -0.08
C -0.54901 2.74922 3.38528  -0.42
C -0.50706 2.75732 4.76994  -0.51
N -0.93895 1.53489 1.29671  1.99
N -1.23659 2.76522 0.70707  -1.10
C -1.77905 2.55727 -0.47067  0.03
C -2.22667 3.65510 -1.27840  -0.80
C -2.93070 3.40287 -2.40894  -0.13
C -3.20007 2.06364 -2.79970  -0.97
C -2.67789 1.05555 -2.04454  -0.36
N -1.95320 1.26794 -0.92021  0.87
H -0.81117 1.63930 6.58344  0.39
H -1.52786 -0.40832 5.37549  0.34
H -1.60351 -0.43907 2.92659  0.26
H -0.28055 3.62235 2.80868  0.44
H -0.18733 3.65700 5.28428  0.34
H -2.00323 4.65696 -0.93824  0.45
H -3.29028 4.22633 -3.01711  0.37
H -3.76254 1.82680 -3.69121  0.43
H -2.80908 0.02125 -2.33895  0.46
Se -1.47462 -5.59047 -2.63538  -0.66
Sb -1.79803 -3.70826 -4.08842  0.46
Se -0.20402 -1.17881 -2.04056  -0.30
Se 1.20726 0.50339 -1.22611  -0.49
Se -4.04727 -2.86176 -3.80254  -0.64
N -6.35980 -3.91019 -1.45535  -0.22
C -6.37299 -3.10503 -0.36780  -0.15
O -7.36528 -2.88850 0.31172  -0.68
C -5.04114 -2.48978 -0.05304  0.94
C -3.85299 -3.15894 -0.29152  -1.00
C -2.66002 -2.50131 -0.06114  -0.52
N -2.60921 -1.23056 0.34109  0.97
C -3.76003 -0.59702 0.59968  -0.26
C -4.99264 -1.19592 0.44105  -1.11
H -7.25588 -4.23106 -1.78118  0.23
H -5.61795 -3.79693 -2.14507  0.00
H -3.82651 -4.16266 -0.69051  0.53
H -1.71300 -2.98292 -0.26016  0.57
H -3.66786 0.43201 0.92343  0.43
H -5.90482 -0.65600 0.65241  0.48
N 1.56707 -1.34400 5.29972  -0.33
C 2.13234 -0.19101 4.84175  0.16
N 1.88897 0.31372 3.68917  0.20
C 2.59392 1.48360 3.49765  -0.62
C 2.56522 2.24791 2.33370  -0.12
C 3.31121 3.41101 2.28082  -0.81
C 4.08566 3.82512 3.36763  -0.43
C 4.13175 3.07015 4.52926  -0.45
C 3.38565 1.90160 4.57959  0.73
S 3.23524 0.74071 5.87328  -0.42
H 1.22252 -1.94218 4.53880  0.41
H 2.08398 -1.83067 6.01274  0.26
H 1.95465 1.91991 1.50056  0.20
H 3.28824 4.01243 1.38064  0.41
H 4.65792 4.74263 3.30347  0.35
H 4.73433 3.38551 5.37230  0.37
C 0.97745 -3.85563 0.62839  -1.02
S 1.12548 -2.47411 1.71936  1.51
O 0.79426 -2.93722 3.06001  -0.94
O 0.01989 -1.57871 1.21857  -0.55
O 2.43513 -1.91510 1.54507  -0.70
H -0.00795 -4.30192 0.74521  0.27
H 1.75267 -4.57133 0.89354  0.43
H 1.10448 -3.48741 -0.38896  0.29

Its charge is -2. Its energy above the lowest of the compared OMol25 structures with the same formula, charge and spin is 22.0 kJ/mol. Its HOMO energy is -2.0 eV.

***

# 3
The following is a DFT calculation (ωB97M-V with the def2-TZVPD basis set) of an isolated ion of composition C18H24BF3N3O2S and charge -1 at a distorted geometry.

Each line ends with the Mulliken charge.
Geometry (Å):
N 6.20086 -1.04233 0.60620  -0.72
C 4.76605 -1.12050 0.28028  -0.43
C 4.29898 0.14425 -0.44532  -0.27
C 3.84319 -0.04767 -1.89183  -0.95
C 2.32879 0.14808 -2.15146  -0.71
C 1.32282 -0.28022 -1.05277  -1.18
C 0.51672 0.81071 -0.30045  1.17
N 0.81242 2.16109 -0.78462  -0.80
O -0.84846 0.52492 -0.51992  -0.67
B -1.65540 0.43357 0.71476  0.61
C -2.55827 1.75687 1.08731  -0.64
C -3.90354 2.01848 0.38745  -0.99
C -3.84620 2.05802 -1.10119  0.49
F -2.69487 2.47424 -1.67112  -0.28
C -4.85502 1.79038 -1.90965  0.50
F -6.04114 1.32933 -1.49712  -0.27
F -4.85843 1.94559 -3.23359  -0.28
C -2.42787 -1.02038 0.72892  0.46
C -3.67575 -1.28388 0.15243  -0.24
C -4.24872 -2.54888 0.15012  -0.75
C -3.58528 -3.61504 0.73742  -0.45
C -2.34364 -3.38670 1.31888  -0.62
C -1.78573 -2.11711 1.31159  -0.41
O -0.56957 0.38465 1.78066  -0.57
C 0.59325 0.85310 1.27462  -0.27
N 1.70428 -0.01698 1.85745  -0.23
C 2.57511 0.46097 2.52447  0.32
S 3.72096 1.08932 3.40893  -0.44
H 6.35774 -0.25870 1.22805  0.23
H 6.48758 -1.88508 1.08636  0.23
H 4.16353 -1.28657 1.17865  0.22
H 4.62927 -2.00159 -0.34833  0.34
H 3.52351 0.63615 0.12239  0.09
H 5.16406 0.80911 -0.46182  0.51
H 4.36855 0.69690 -2.49327  0.25
H 4.15533 -1.01514 -2.28742  0.33
H 2.17495 1.17884 -2.45511  0.36
H 2.08561 -0.46084 -3.02487  0.30
H 0.55477 -0.88139 -1.53200  0.43
H 1.78917 -0.93251 -0.31430  0.54
H 0.56913 2.16797 -1.77025  0.34
H 0.10843 2.75574 -0.35725  0.42
H -2.74609 1.77086 2.16241  0.40
H -1.93130 2.63519 0.88428  0.07
H -4.29178 2.99456 0.70501  0.47
H -4.63567 1.28579 0.72220  0.32
H -4.22725 -0.49255 -0.33638  0.00
H -5.20991 -2.70227 -0.32546  0.40
H -4.02313 -4.60501 0.72331  0.34
H -1.80916 -4.21340 1.77189  0.38
H -0.81057 -1.98696 1.76290  0.29
H 0.76775 1.88701 1.59662  0.34

Its charge is -1. Its HOMO energy is -5.2 eV.

***

no.,molar mass (g mol⁻¹),frontier orbital gap (eV)
1,533.4,2.7
2,1036.1,5.6
3,414.3,7.9